# 1
Density functional theory data (the ωB97M-V functional and the def2-TZVPD basis) for a structure of composition C2H4OPd.

Calculated values
- Energy above the lowest of the compared OMol25 structures with the same formula, charge and spin: 0.00 kcal/mol
- E_tot: -7660.9454 eV
- Lowest unoccupied orbital energy (alpha / beta): 0.00377 / -0.09053 hartree
- Spin multiplicity: 3

Last column: Mulliken spin population.
Geometry (Å):
C 0.327 -0.657 0.069  0.30
C -0.905 -0.003 0.427  -0.09
O -2.050 -0.353 0.113  0.15
Pd 1.272 0.561 -0.850  1.32
H 0.181 -1.464 -0.665  0.02
H 0.949 -0.942 0.930  0.00
H 1.012 2.001 -1.157  0.30
H -0.785 0.856 1.133  0.00

# 2
Density functional theory data (the ωB97M-V functional and the def2-TZVPD basis) for the molecule C2H4OS.

Calculated values
- Energy above the lowest of the compared OMol25 structures with the same formula, charge and spin: 30.19 kcal/mol
- E_tot: -15020.1565 eV
- Lowest unoccupied orbital energy: 0.02575 hartree

Last column: Löwdin charge in e.
Geometry (Å):
C -0.647 -0.595 0.707  -0.39
C -0.153 0.408 -0.298  -0.58
O -1.680 -0.480 1.278  0.06
S 1.232 -0.206 -1.306  0.66
H -0.037 -1.549 0.872  0.12
H -0.853 0.851 -1.231  0.13
H 0.056 1.411 0.285  0.12
H 2.082 0.160 -0.307  -0.13

# 3
Density functional theory data (the ωB97M-V functional and the def2-TZVPD basis) for a cluster of 2 separate species, C2H4OS in total.

Calculated values
- Energy above the lowest of the compared OMol25 structures with the same formula, charge and spin: 75.17 kcal/mol
- E_tot: -15018.2059 eV
- Lowest unoccupied orbital energy (alpha / beta): -0.06412 / -0.06394 hartree

Last column: Löwdin charge in e.
Geometry (Å):
C -0.808 -0.391 -0.701  -0.08
C -1.448 0.036 0.372  -0.07
O 2.977 1.213 0.794  -0.70
S 3.722 0.104 0.100  0.69
H 0.177 -0.768 -0.478  0.03
H -1.423 -0.639 -1.565  0.05
H -2.389 0.412 0.213  0.02
H -0.808 0.032 1.264  0.06

# 4
Density functional theory data (the ωB97M-V functional and the def2-TZVPD basis) for the molecule C2H4OS.

Calculated values
- Energy above the lowest of the compared OMol25 structures with the same formula, charge and spin: 33.51 kcal/mol
- E_tot: -15020.0123 eV
- Lowest unoccupied orbital energy: 0.00980 hartree

Last column: Löwdin charge in e.
Geometry (Å):
C 0.272 1.000 -0.009  -0.08
C -0.406 -1.134 -0.006  -0.80
H 0.778 0.742 -0.883  0.06
H 0.899 0.936 0.914  0.11
H -0.049 2.097 -0.142  0.13
H 0.455 -1.390 -0.746  0.11
O -0.790 0.082 0.046  -0.18
S -1.159 -2.333 0.825  0.66

Maximum force, respectively: 5.8, 4.1, 2.9, 4.1 eV/Å.